1.
This record from OMol25 describes a gas-phase ion, C4H7N2O5P (charge -2) in a non-equilibrium geometry. The level of theory is ωB97M-V/def2-TZVPD.

```
19
Properties=species:S:1:pos:R:3:forces:R:3
O 4.721097 1.096787 -1.030313 -0.7 -1.3 0.4
C 3.671355 1.024342 -0.367891 0.0 2.8 0.2
O 2.975593 2.068296 -0.034826 0.7 -2.0 -0.4
O 3.259912 -0.174550 0.238194 -0.2 -0.6 0.4
P 2.328694 -1.534119 -0.015172 -0.2 0.0 -0.6
O 2.532909 -2.494013 1.125760 -0.1 1.1 -0.3
O 2.527652 -1.963448 -1.424681 0.1 -0.2 -0.2
N 0.641418 -0.975571 0.013932 1.8 0.3 1.2
C 0.247150 -0.095245 -1.045792 -3.0 -0.2 -2.0
C 0.171508 1.359612 -0.470403 -2.5 0.1 -0.1
N 0.586700 1.235128 0.891449 -0.1 -0.4 0.9
C 0.297612 -0.170622 1.197654 1.8 -0.4 1.7
H -0.877475 -0.512414 -1.213207 2.1 1.3 -0.6
H 0.855207 -0.071071 -2.008030 -0.7 -0.8 1.4
H 0.781402 2.036054 -1.028251 0.6 0.4 -0.1
H -0.892908 1.819189 -0.461387 1.1 -0.9 -0.4
H 1.599952 1.373271 0.817878 0.2 0.1 0.4
H 0.920302 -0.539631 2.082031 -0.7 0.5 -1.1
H -0.743881 -0.266176 1.525516 -0.3 -0.2 -0.5
```
Positions in Å, forces in eV/Å.

## Properties
LUMO = 6.61 eV
total charge = -2
energy above the lowest of the compared OMol25 structures with the same formula, charge and spin = 0.00 kcal/mol
largest force on an atom = 3.61 eV/Å
SMILES = O=C([O-])O[P@](=O)([O-])N1CCNC1
energy = -26770.8662 eV
multiplicity = 1



2.
This record from OMol25 describes a gas-phase ion, C4H7N2OS (charge +1) in a non-equilibrium geometry. The level of theory is ωB97M-V/def2-TZVPD.

```
15
Properties=species:S:1:pos:R:3:forces:R:3
C -1.088096 -1.332144 -0.051432 0.3 -0.4 -2.2
C 0.075002 -0.509672 -0.016372 3.0 -0.4 1.3
C 1.564389 -0.966168 0.191355 -1.6 0.3 -1.5
O 1.994366 -2.078060 0.236573 -0.2 0.3 0.4
N 2.266024 0.218159 0.059308 3.4 -2.0 0.9
S 1.502332 1.644842 -0.017995 -1.0 0.7 -0.1
N 0.052621 0.755383 -0.101461 -1.5 1.8 -0.2
C -1.191309 1.557561 -0.023009 1.6 0.7 0.8
H -1.908545 -0.770786 -0.448873 -0.7 -0.1 0.1
H -1.281120 -1.908095 0.793627 -0.4 -0.6 1.8
H -0.792228 -2.084007 -0.778946 -0.3 -0.4 -0.4
H 3.305932 0.143980 0.219223 -1.5 0.4 -0.4
H -1.651886 1.339363 0.918936 0.0 0.6 0.8
H -1.929943 1.416048 -0.724396 -1.2 -1.4 -2.1
H -0.917535 2.573590 -0.256543 0.2 0.6 0.8
```
Positions in Å, forces in eV/Å.

## Properties
LUMO (alpha / beta) = -4.84 / -4.84 eV
total charge = +1
energy above the lowest of the compared OMol25 structures with the same formula, charge and spin = 31.83 kcal/mol
largest force on an atom = 4.06 eV/Å
SMILES = Cc1c(=O)[nH]s[n+]1C
energy = -20116.1065 eV
multiplicity = 1



3.
This record from OMol25 describes C4H7N2P in the gas phase in a non-equilibrium geometry. The level of theory is ωB97M-V/def2-TZVPD.

```
14
Properties=species:S:1:pos:R:3:forces:R:3
C -0.596661 -1.816604 -0.524196 3.5 0.6 1.3
C 0.319136 -0.727822 -1.034938 -0.2 -0.8 1.9
C 0.314881 0.394963 -0.062876 2.2 0.4 -0.5
C -0.656128 1.401605 0.112148 3.4 -2.0 1.8
N -0.432255 2.157376 1.132895 1.4 1.8 0.9
N 0.847697 1.952611 1.605920 -2.6 0.3 0.0
P 1.709439 0.664688 0.985260 -1.6 -0.3 -1.0
H -0.165723 -2.200064 0.373799 -0.2 0.3 1.4
H -0.499755 -2.666073 -1.064327 -0.5 -2.5 -2.6
H -1.513522 -1.414268 -0.414804 -3.3 0.7 0.5
H 0.007360 -0.568519 -1.991477 -1.1 1.5 -2.7
H 1.286347 -1.121691 -1.194997 1.4 -0.4 0.2
H -1.500396 1.530526 -0.408409 -3.1 0.3 -1.8
H 0.879580 2.413269 2.486001 0.9 0.3 0.6
```
Positions in Å, forces in eV/Å.

## Properties
LUMO = 0.67 eV
total charge = 0
energy above the lowest of the compared OMol25 structures with the same formula, charge and spin = 20.43 kcal/mol
largest force on an atom = 4.33 eV/Å
SMILES = CCc1cn[nH]p1
energy = -16528.9239 eV
multiplicity = 1



4.
This record from OMol25 describes a molecular structure, C4H7N2PS in a non-equilibrium geometry. The level of theory is ωB97M-V/def2-TZVPD.

```
15
Properties=species:S:1:pos:R:3:forces:R:3
C 1.658998 -1.388134 0.190776 3.6 0.4 1.0
C 0.166568 0.304908 -0.028072 1.3 -1.0 0.2
C -0.682715 -1.997104 0.201327 0.2 1.3 -1.4
C -1.440844 2.520684 -0.454560 0.1 0.2 0.9
N 3.715277 0.971880 0.540199 -0.5 -0.2 0.0
N 0.385537 -1.015530 0.068230 -2.4 2.1 -1.2
P 2.446339 0.218675 0.307150 -1.5 -1.0 -0.5
S -1.327143 0.927537 0.502754 0.1 1.1 -0.3
H 2.092986 -2.324331 -0.124916 -0.3 0.0 -0.2
H -0.947397 -1.960805 1.189826 -1.1 -0.2 2.4
H -1.514769 -1.854410 -0.461633 -0.4 0.9 -0.2
H -0.339882 -2.929372 -0.055506 1.3 -2.3 -0.3
H -2.055261 2.267560 -1.345537 -0.2 1.0 1.0
H -0.505338 2.904878 -0.835388 0.7 -0.7 -0.1
H -1.652349 3.353565 0.305355 -0.9 -1.4 -1.4
```
Positions in Å, forces in eV/Å.

## Properties
LUMO = -0.59 eV
total charge = 0
energy above the lowest of the compared OMol25 structures with the same formula, charge and spin = 50.09 kcal/mol
largest force on an atom = 3.73 eV/Å
energy = -27359.4610 eV
multiplicity = 1



5.
This record from OMol25 describes a gas-phase ion, C4H7N2S (charge +1) in a non-equilibrium geometry. The level of theory is ωB97M-V/def2-TZVPD.

```
14
Properties=species:S:1:pos:R:3:forces:R:3
C 0.425288 1.566628 0.308401 1.6 3.0 -0.9
C 0.103443 -0.406320 -1.034171 0.5 3.9 2.8
C 0.508628 1.133889 1.726339 1.1 -0.5 2.0
C 0.152939 -1.620458 -1.688711 2.0 -1.2 -0.8
N 0.537940 0.643882 -0.659992 -0.8 -2.5 -1.1
N -1.356559 -0.419910 0.849978 3.4 0.6 1.4
S -1.258382 1.071654 1.369703 0.0 -0.4 -0.8
H 0.786015 2.621709 -0.105689 -1.3 -2.1 1.5
H 0.844582 0.058086 2.005264 -0.3 2.0 -0.7
H 0.858218 1.946024 2.485857 -0.9 -1.5 -1.5
H 1.156505 -1.849033 -2.057329 0.1 0.3 0.0
H -0.506828 -1.652395 -2.476860 -1.6 0.1 -2.0
H -0.113836 -2.428122 -1.085849 -0.5 -1.2 1.5
H -2.137953 -0.665635 0.363058 -3.2 -0.3 -1.4
```
Positions in Å, forces in eV/Å.

## Properties
LUMO (alpha / beta) = -4.39 / -4.39 eV
total charge = +1
energy above the lowest of the compared OMol25 structures with the same formula, charge and spin = 97.26 kcal/mol
largest force on an atom = 4.81 eV/Å
energy = -18066.1748 eV
multiplicity = 1



6.
This record from OMol25 describes C4H7N3 in the gas phase in a non-equilibrium geometry. The level of theory is ωB97M-V/def2-TZVPD.

```
14
Properties=species:S:1:pos:R:3:forces:R:3
C 1.748609 -0.976748 -0.396559 0.2 -0.1 -0.2
C 1.110163 -0.654580 0.935853 0.1 -0.4 -0.1
C -1.034741 0.147969 0.804273 -0.4 0.1 -0.7
C -1.786191 1.136626 0.381818 0.1 -0.1 0.7
N -1.919064 1.195140 -1.058242 0.3 -0.4 -0.9
N -1.253717 0.552799 -1.840064 -0.2 0.4 -0.3
N -0.352780 -0.844521 0.750434 0.5 0.3 1.3
H 2.836128 -0.938819 -0.324274 0.0 0.0 0.0
H 1.450954 -1.978932 -0.716654 0.1 0.1 0.0
H 1.405497 -0.258854 -1.147116 0.1 -0.2 0.1
H 1.389697 -1.374334 1.709665 0.1 0.1 -0.1
H 1.402378 0.355128 1.283364 -0.5 -0.4 -0.2
H -2.288373 1.849285 0.989100 -0.4 0.3 0.3
H -2.708560 1.789841 -1.371598 0.0 0.1 0.1
```
Positions in Å, forces in eV/Å.

## Properties
LUMO = 0.71 eV
total charge = 0
energy above the lowest of the compared OMol25 structures with the same formula, charge and spin = 95.25 kcal/mol
largest force on an atom = 1.46 eV/Å
energy = -8727.5488 eV
multiplicity = 1



7.
This record from OMol25 describes C4H7N3 in the gas phase in a non-equilibrium geometry. The level of theory is ωB97M-V/def2-TZVPD.

```
14
Properties=species:S:1:pos:R:3:forces:R:3
H 2.645685 -1.471418 1.002486 -0.2 0.1 0.0
N 1.663305 -1.201556 0.950882 -0.1 0.4 -0.3
C 1.514193 -0.125002 0.284137 -0.1 -0.1 0.0
C 2.633730 0.591215 -0.324347 1.0 0.4 -0.4
N 3.541779 1.101685 -0.826197 -0.9 -0.4 0.5
N 0.299752 0.500171 0.045796 0.3 0.8 0.0
C -0.875201 -0.319645 -0.076545 -0.3 -0.3 -2.1
C -2.252165 0.259025 0.129318 -0.2 0.2 0.0
H 0.265939 0.993795 -0.835645 1.2 0.8 0.5
H -0.880349 -0.249534 -1.399377 -0.4 -2.4 3.4
H -0.728446 -1.152900 0.672140 -0.1 0.0 -1.9
H -2.378078 1.060342 -0.597719 -0.4 0.2 0.2
H -2.536555 0.580975 1.134978 0.3 0.0 0.0
H -2.913594 -0.567159 -0.159913 -0.1 0.3 0.0
```
Positions in Å, forces in eV/Å.

## Properties
LUMO = 0.39 eV
total charge = 0
energy above the lowest of the compared OMol25 structures with the same formula, charge and spin = 50.93 kcal/mol
largest force on an atom = 4.21 eV/Å
SMILES = [H]/N=C(\C#N)NCC
energy = -8729.4707 eV
multiplicity = 1



8.
This record from OMol25 describes C4H7N3 in the gas phase in a non-equilibrium geometry. The level of theory is ωB97M-V/def2-TZVPD.

```
14
Properties=species:S:1:pos:R:3:forces:R:3
C 1.340643 -1.036547 0.066667 -0.7 3.0 -0.2
C 0.008141 -1.458565 -0.009756 -2.5 3.3 -0.2
C 0.784155 1.246760 -0.271238 -1.4 0.2 -1.7
C -0.510225 0.922429 0.533670 4.1 3.3 1.3
N 1.711037 0.212975 -0.044743 1.9 -1.3 0.2
N -2.266188 -0.354672 -0.132768 -1.3 0.1 -1.1
N -1.020800 -0.250282 0.031103 1.1 -7.3 -1.1
H 2.119416 -1.711118 0.294658 0.7 -1.0 0.0
H -0.268314 -2.440435 -0.366578 -0.8 0.3 0.1
H 0.489459 1.293464 -1.369849 0.5 0.0 0.8
H 1.237743 2.234823 -0.004104 -0.7 -0.8 0.0
H 0.135973 0.738193 1.455951 -2.0 0.1 0.0
H -1.141360 1.813959 0.484567 -0.5 -0.8 0.5
H -2.619675 -1.210988 -0.667583 1.5 1.0 1.2
```
Positions in Å, forces in eV/Å.

## Properties
LUMO (alpha / beta) = -0.06 / -0.55 eV
total charge = 0
energy above the lowest of the compared OMol25 structures with the same formula, charge and spin = 100.61 kcal/mol
largest force on an atom = 7.49 eV/Å
energy = -8727.3166 eV
multiplicity = 1